[1]
19
Properties=species:S:1:pos:R:3:forces:R:3 method="wB97M-V/def2-TZVPD" gap_ev=10.255 smiles=CNC.O.O.O e_above_lowest_kj_mol=76.40 lumo_energy_ev=0.73 largest_force_ev_per_a=0.84 total_energy_ha=-364.458449
H -1.6955 -2.7678 -0.3547 -0.1958 0.3679 -0.0234
C -0.7760 -2.3147 0.0356 0.0452 0.4091 -0.1110
H -1.6360 0.0951 -0.0643 0.0382 0.0311 0.4815
H 1.8427 0.8733 1.2026 0.1521 -0.2084 0.0650
H -1.8845 -0.3732 -1.7143 -0.0944 0.1075 -0.1634
H -0.5875 0.7616 -1.2738 0.0686 0.1490 -0.1998
H 0.0159 2.3593 0.6585 -0.1643 -0.1179 0.1708
O -0.8326 2.7387 0.3777 0.2540 0.0579 0.0577
H -0.0818 -3.1222 0.1192 0.6269 -0.5144 0.2126
H -0.9576 3.4504 1.0123 -0.1122 0.0667 -0.0538
H 2.4092 1.0552 -0.8007 -0.0087 -0.2500 -0.1759
H 1.1716 0.8220 2.5924 0.0286 0.0803 -0.1604
H 0.0086 -1.6600 -1.7020 0.1757 0.0153 -0.1518
C -1.1140 -0.1369 -0.9779 -0.0882 -0.4129 -0.3798
O 1.4159 1.4227 1.8789 -0.0859 0.0525 -0.0224
N -0.1857 -1.2627 -0.7941 -0.4196 0.1872 0.1449
H -0.9440 -1.8898 1.0228 -0.1864 -0.1691 0.0869
H 1.4474 -0.1626 -0.6284 -0.0379 -0.3837 -0.0798
O 2.3839 0.1118 -0.5897 0.0041 0.5319 0.3022

=====

[2]
13
Properties=species:S:1:pos:R:3:forces:R:3 method="wB97M-V/def2-TZVPD" gap_ev=9.251 e_above_lowest_kj_mol=326.48 lumo_energy_ev=-0.02 largest_force_ev_per_a=1.67 total_energy_ha=-286.507297
C 0.0374 1.0675 -0.5584 1.0914 -0.3923 0.3783
H 0.0263 -2.2124 -0.3997 -0.5126 -0.2844 -0.2435
H -2.1420 -0.1958 0.6711 0.0007 -0.1096 0.0758
H 2.2042 1.4047 -0.3189 0.1026 0.3700 0.4564
C 1.4743 0.8148 0.2295 -0.3242 1.0898 0.2711
H 1.9045 -0.2151 0.2234 -0.9931 0.8113 -0.2235
H 0.3012 1.7945 -1.3336 -0.2191 -0.5933 -0.2700
H 1.3569 1.0861 1.2685 0.2332 0.4660 0.3107
C -0.4438 -1.2374 -0.2896 -0.1082 -0.1991 -0.5203
C -1.6605 -1.1852 0.5489 -0.1714 -0.1287 0.2224
O -2.1742 -2.1892 0.9909 0.2038 0.4008 -0.0555
N 0.0948 -0.2931 -0.9466 -0.6598 -1.1056 -1.0557
H -0.9483 1.4222 -0.1405 1.3567 -0.3248 0.6539

=====

[3]
69
Properties=species:S:1:pos:R:3:forces:R:3 method="wB97M-V/def2-TZVPD" gap_ev=8.635 smiles="COc1ccc([C@H](C(=O)NC2CCCC2)N(CCO)C(=O)Cn2nnc(-c3ccc(C)o3)n2)cc1OC" e_above_lowest_kj_mol=96.09 lumo_energy_ev=0.67 largest_force_ev_per_a=1.49 total_energy_ha=-1751.793000
H 0.9356 -1.3385 1.2369 -0.1285 -0.0628 -0.2911
O 3.8358 -6.4330 -0.3585 -0.3887 0.1223 0.1305
H 0.9783 -2.1377 -2.1958 0.1032 0.1020 -0.0501
H 5.7984 -5.7632 -0.2637 -0.0310 -0.0113 -0.0320
O 1.4552 -6.6380 0.6464 0.3380 0.1416 -0.1627
C 0.8451 -1.0564 -2.1165 -0.5186 0.1785 -0.6254
H -3.1469 2.0777 0.6317 -0.0445 0.0522 0.0188
C -2.9778 7.9939 1.5631 0.0362 -0.3817 -0.0911
H -2.9759 0.3959 -1.0992 0.0072 -0.1028 -0.1268
H -3.2816 7.5314 2.5013 -0.0559 0.0361 0.0766
O -1.4117 -2.9823 -0.0776 -0.1556 -0.3778 -0.1443
C 1.5977 1.6594 -1.1899 0.4465 -0.5777 -0.1791
H 3.1990 -1.9326 -0.7534 0.0159 0.1008 -0.0583
H -4.4014 1.5938 2.6863 -0.0850 0.0118 0.0651
C -0.8517 -1.9521 0.2341 0.3607 0.2772 0.1065
C 3.6002 -4.0190 -0.6164 0.1312 -0.2579 -0.0010
C -0.3008 4.3194 -0.0505 0.2618 -0.8786 -0.3025
C -0.5373 -0.7141 -2.7053 0.2607 -0.3899 0.0361
N 0.8712 3.8834 -0.5216 0.0735 0.6145 0.1343
H -1.0182 0.9948 -1.8771 -0.0293 -0.1340 -0.1567
C 0.6832 -1.7559 0.2513 0.0667 -0.0931 0.3435
H 5.4984 -7.4083 -0.8758 0.0218 0.0865 -0.0213
H 2.5886 2.1031 -1.0782 -0.1682 -0.0965 0.0595
H -4.8203 1.9633 0.0768 0.0133 0.1201 -0.0381
C 1.0608 -4.2486 0.4551 0.0203 -0.3040 0.0578
H 0.0255 -6.3106 2.1160 -0.0040 -0.0035 -0.0448
C -0.5071 7.8498 0.7608 -0.6828 -0.1023 0.1928
C -4.3821 0.8392 1.9021 0.0675 0.0578 0.0156
O -1.7829 6.0272 0.7768 -0.2589 -0.3951 -0.0029
C -1.7477 7.3441 1.0426 0.4840 0.9563 0.0492
H 4.5913 -3.8995 -1.0238 0.1084 -0.0563 -0.0355
H 0.0475 -7.8939 1.3004 -0.0379 0.0835 0.0118
H -4.5230 -0.3156 -0.6463 -0.0348 -0.0098 -0.0568
N 1.0083 -0.7090 -0.7183 0.0725 -0.2879 0.1192
C 2.8005 -2.8947 -0.4687 -0.2664 0.0586 0.1380
H -3.7960 7.8763 0.8537 -0.0839 0.0552 -0.0127
N 0.6370 2.6143 -0.7220 -0.5207 0.6030 0.1591
C -3.3097 -0.2212 2.1487 -0.1671 0.0009 0.0309
N -1.1920 3.3104 0.0193 -0.4265 0.5312 0.2281
C 1.8404 -5.3813 0.3006 0.1933 -0.0312 0.0090
H 0.0746 -4.3303 0.8744 -0.0809 -0.0747 -0.0060
H 1.6249 -0.5774 -2.7127 -0.0232 -0.1090 0.0129
H -0.6055 -6.4670 0.4534 0.0251 0.0027 0.0286
C 0.1559 -6.8201 1.1556 -0.2164 -0.0147 0.0854
H -2.4271 0.2460 2.5890 0.0385 -0.0052 0.0527
C 5.1383 -6.3808 -0.8822 0.2053 0.0303 -0.0874
C -0.5606 5.6751 0.3204 0.9688 1.1335 -0.0569
H -0.1906 8.8662 0.8756 -0.0167 0.2306 0.0541
H -2.7947 9.0512 1.7273 0.0127 0.0393 0.0045
N -1.5050 -0.8326 0.5931 -0.0838 0.1796 0.1749
C -2.9436 -0.7754 0.7573 -0.1250 -0.2337 -0.1269
C 1.4394 0.4691 -0.2290 0.2071 0.0914 -0.0171
H -5.3668 0.3713 1.8487 -0.0801 0.0078 0.0250
C 0.2668 6.7700 0.2918 -0.4391 -0.9052 -0.0512
H -1.3169 -1.2462 -2.1510 0.0236 -0.0103 -0.0877
O 1.6238 0.6601 0.9594 0.0982 0.2608 0.1285
O -0.8009 0.6624 -2.7643 -0.0300 0.4120 0.1409
H -3.2899 -1.8036 0.6248 0.0412 0.1911 0.0349
H -0.5518 -1.0668 -3.7402 -0.0032 -0.0995 0.1013
C -4.0043 1.4114 0.5398 -0.1507 -0.0800 0.0010
H 1.2888 6.7801 -0.0251 0.2277 -0.0577 -0.0826
H 1.3896 1.4276 -2.2348 0.0409 0.0792 0.1594
H 5.1460 -6.0021 -1.9101 0.0000 0.0001 0.0471
C -3.6250 0.1659 -0.2574 -0.0489 0.0653 0.0348
C 3.1378 -5.2693 -0.2469 -0.0910 -0.1430 0.0581
H -0.9936 0.0082 0.8204 0.1796 -0.0967 -0.0034
H -3.6465 -1.0059 2.8241 0.0910 -0.0325 0.0687
C 1.5215 -2.9985 0.0505 0.1626 0.0852 -0.1013
N -0.5823 2.2580 -0.4029 0.0726 -0.5824 -0.1416

=====

[4]
17
Properties=species:S:1:pos:R:3:forces:R:3 method="wB97M-V/def2-TZVPD" gap_ev=7.796 e_above_lowest_kj_mol=84.67 lumo_energy_ev=6.63 largest_force_ev_per_a=2.38 total_energy_ha=-496.293597 total_charge=-2
C 0.1758 -0.3989 1.5650 -1.9317 -0.4157 -0.7832
H -1.5173 -1.2887 0.4700 -0.0006 0.0542 -0.7592
C -1.2651 -0.3234 0.8921 1.6033 0.2473 1.5813
H 0.0694 -0.3617 -0.9532 -0.6911 0.4475 -0.6952
H 0.8469 -0.6447 0.7463 0.4653 0.2172 0.1195
H 0.5319 1.2119 -1.3288 0.1699 0.0373 -0.5961
C 0.4834 0.9048 2.3170 0.2018 -0.9360 0.8268
C 0.9612 -0.4512 -2.8183 -1.5694 1.4610 -1.0249
H 0.1663 -1.2309 2.2636 0.2560 -0.0453 0.1856
H -0.9433 0.6374 -2.1147 0.1965 -0.3271 -0.2927
O 0.8802 0.0005 -4.0020 0.6234 -0.5069 0.1003
C 0.0624 0.3387 -1.8076 1.2731 -1.1314 1.5188
H -1.1604 0.5394 0.2427 -0.8102 -0.2885 -0.2340
O 0.8728 0.6799 3.5058 0.0131 0.8042 -0.3073
O 1.5536 -1.4551 -2.3878 0.3891 -0.0846 -0.0290
O 0.2751 1.9873 1.7361 0.1056 0.1412 0.0976
H -1.9928 -0.1453 1.6737 -0.2939 0.3255 0.2918

=====

[5]
13
Properties=species:S:1:pos:R:3:forces:R:3 method="wB97M-V/def2-TZVPD" gap_ev="5.209 / 5.069" e_above_lowest_kj_mol=0.00 lumo_energy_ev="2.66 / 2.53" spin_multiplicity=6 largest_force_ev_per_a=6.73 total_energy_ha=-3171.972370 total_charge=-2
O 2.0523 -1.8766 -1.0798 -0.4647 1.6276 -0.2723
O 1.2324 0.4099 -1.2274 0.2090 4.5605 2.0108
O 0.9038 0.1076 2.6445 1.8187 0.5324 0.3157
Cl -3.9864 0.9539 -1.3665 0.4302 0.1271 -0.1563
O -0.5765 0.4803 0.9149 -0.0939 2.1423 -0.5975
Mn 0.9297 1.6562 0.2992 -0.6055 -3.3697 0.5229
S 1.4097 -0.8706 -1.9642 -1.0062 -6.6455 -0.2725
Na -1.2106 0.3088 -1.1926 -1.1016 -0.8345 -0.3110
S -0.5332 0.2799 2.4734 -1.5702 0.3055 0.7932
O -1.3339 -0.8836 2.7363 0.0438 -0.6516 0.0837
O 0.0036 -1.2926 -2.2787 0.6114 0.8829 0.3064
O 2.1660 -0.7242 -3.1706 0.9640 1.4498 -1.2237
O -1.0569 1.4511 3.2114 0.7650 -0.1269 -1.1995

=====

[6]
14
Properties=species:S:1:pos:R:3:forces:R:3 method="wB97M-V/def2-TZVPD" gap_ev=10.272 smiles=C1N[C@H]1[C@H]1CN1 e_above_lowest_kj_mol=240.67 lumo_energy_ev=1.07 largest_force_ev_per_a=1.95 total_energy_ha=-266.630337
C -1.8444 -0.0919 0.0639 -0.8759 -1.0310 -0.0365
C -0.6094 0.4390 -0.5200 0.9272 -0.3468 1.6773
H 0.5537 -1.0613 -1.5205 0.3299 -0.3357 -0.3251
H 2.8100 -0.2664 -0.7121 0.0291 0.1391 0.0203
H -1.9628 -1.1538 0.1893 0.0502 -0.3775 -0.1434
C 0.6010 -0.4676 -0.6255 -0.2756 0.0856 -1.9052
N -0.8622 0.4730 0.9370 -0.1726 1.4019 0.7432
H -1.1392 1.4047 1.1892 -0.1924 0.3646 0.3845
H -2.7969 0.4064 -0.0422 0.0281 0.2968 -0.2821
H 0.8396 -0.8261 1.3482 -0.1103 -0.0854 -0.0326
H 1.9319 0.9207 0.3923 0.0847 -0.0339 0.0100
C 1.9183 -0.0204 -0.1491 0.2867 0.1877 -0.1819
N 1.2605 -1.1543 0.4818 -0.5727 0.1368 0.2318
H -0.7003 1.3979 -1.0324 0.4637 -0.4021 -0.1603